This record from the Open Molecules 2025 dataset describes a 5-piece molecular cluster, C31H44F6O9S overall. The level of theory is wB97M-V/def2-TZVPD.

```
91
Properties=species:S:1:pos:R:3
O 2.1483 1.8452 1.9407
C 1.0402 1.1235 1.7332
C 1.0764 -0.5241 1.4496
C 2.1992 -1.4385 2.2184
C 2.1767 -3.0628 1.9570
C 1.0449 -3.6485 0.9234
O 1.0420 -5.1151 0.6942
C -0.0970 -2.7128 0.1464
C -0.0884 -1.0877 0.4193
C -1.1931 -0.0226 -0.2459
O -1.5873 -0.1597 -1.5209
C -1.6832 1.1921 0.7722
C -0.4914 1.7769 1.7875
C -0.7441 2.9588 2.8954
C -2.2819 3.5738 2.9836
C -3.4942 3.0127 1.9773
S -5.1821 3.8096 2.2258
O -5.2371 5.2600 1.6203
O -6.3817 2.9204 1.8200
F -5.3343 4.0472 3.9522
C -3.1945 1.8238 0.8397
C -4.3592 1.2798 -0.1979
C -4.8937 -0.2439 0.1377
C -5.3285 -0.4864 1.6997
C -4.3661 -1.7238 2.2708
F -2.9364 -1.3349 2.3262
F -4.4704 -2.9425 1.3874
C -4.9560 -2.2161 3.7461
F -3.7755 -2.8299 4.4527
F -5.9905 -3.2989 3.5705
F -5.5122 -1.0364 4.4581
H 2.9618 -0.9225 2.9610
H 2.9748 -3.7039 2.5403
H 1.6518 -5.2970 -0.0914
H -0.8803 -3.2121 -0.5665
H 0.1352 3.3260 3.5909
H -2.5368 4.3952 3.7773
H -5.2415 2.0600 -0.3644
H -3.8230 1.2027 -1.2617
H -5.8654 -0.4180 -0.5181
H -4.0941 -1.0241 -0.2666
H -6.4311 -0.9433 1.7011
H -5.3076 0.4668 2.3782
C 4.2881 -8.7023 1.5412
C 4.0942 -7.3322 0.9114
C 4.6742 -6.2327 1.7868
O 2.7025 -7.0951 0.7156
H 3.7787 -8.7642 2.5094
H 3.8549 -9.4825 0.9062
H 5.3499 -8.9214 1.6905
H 4.5724 -7.3089 -0.0738
H 4.1785 -6.2070 2.7637
H 4.5165 -5.2512 1.3270
H 5.7476 -6.3778 1.9435
H 2.2696 -7.1138 1.5853
C 3.0691 2.3843 -1.4723
C 3.1284 1.1626 -2.3754
C 1.7369 0.7124 -2.7909
O 3.7835 0.0991 -1.6888
H 2.5174 2.1644 -0.5514
H 4.0769 2.6895 -1.1712
H 2.5845 3.2254 -1.9776
H 3.7224 1.3922 -3.2667
H 1.1380 0.4333 -1.9168
H 1.7945 -0.1749 -3.4304
H 1.2124 1.5035 -3.3356
H 3.2629 -0.1116 -0.8959
C 0.6486 6.7564 2.2182
C -0.6764 7.0788 1.5459
C -0.6761 8.4842 0.9660
O -1.7302 6.9612 2.4984
H 0.8439 7.4436 3.0491
H 0.6296 5.7466 2.6418
H 1.4782 6.8228 1.5076
H -0.8716 6.3522 0.7498
H -0.5277 9.2327 1.7524
H -1.6401 8.7069 0.4962
H 0.1139 8.6024 0.2178
H -1.5652 7.6029 3.2091
C 1.1296 -1.0263 -7.9677
C 1.3696 -0.9125 -6.4707
C 2.8514 -0.7851 -6.1552
O 0.8455 -2.0668 -5.8193
H 1.6199 -1.9169 -8.3766
H 0.0599 -1.1298 -8.1792
H 1.5077 -0.1457 -8.4961
H 0.8333 -0.0423 -6.0770
H 3.4028 -1.6672 -6.4998
H 3.0100 -0.7166 -5.0736
H 3.2811 0.1027 -6.6293
H 1.3160 -2.8446 -6.1626
```

Summary:
SMILES string: O=C1c2ccc(O)cc2C(=O)c2c1ccc(S(=O)(=O)F)c2CCCC(F)(F)C(F)(F)F.CC(C)O.CC(C)O.CC(C)O.CC(C)O
E_HOMO: -9.25 eV
HOMO-LUMO gap: 6.96 eV

Mulliken atomic charge list, values in e, 6 entries: atom 1 (O): -0.60, atom 2 (C): 0.00, atom 3 (C): 0.44, atom 4 (C): -0.56, atom 5 (C): -0.16, atom 6 (C): -0.12

***

This record from the Open Molecules 2025 dataset describes C31H44IN4O8P2Pd as an isolated structure. The level of theory is wB97M-V/def2-TZVPD.

```
91
Properties=species:S:1:pos:R:3
Pd -1.7137 0.2733 1.0536
O 1.4404 -2.2918 5.1815
C 1.3702 -3.2224 4.2806
C 2.0087 -4.4964 4.4852
C 1.8680 -5.4747 3.5556
C 1.0983 -5.2173 2.3955
C 0.4719 -3.9577 2.1872
C 0.6017 -2.9519 3.0900
C -0.1127 -1.6613 2.8075
O -1.1329 -1.6885 2.1070
N 0.4186 -0.5544 3.3464
N -0.2699 0.5139 3.2240
C -0.4048 1.6399 3.7784
C -1.7431 2.2376 3.6429
C -2.1164 3.3121 4.4207
C -3.4680 3.6435 4.4837
C -4.3720 2.8752 3.7814
C -3.9001 1.8388 2.9794
N -2.6129 1.5328 2.8880
H 1.9567 -2.5538 5.9643
H 2.5818 -4.6587 5.3916
H 2.3312 -6.4417 3.6984
H 0.9873 -5.9950 1.6505
H -0.1128 -3.7752 1.2959
H 0.3634 2.0456 4.4328
H -1.3769 3.8582 4.9918
H -3.8005 4.4725 5.0942
H -5.4343 3.0704 3.8320
H -4.5822 1.2549 2.3766
C 3.7693 -0.5848 1.1630
C 3.5604 -1.7543 0.2282
C 4.8215 -2.2411 -0.4422
O 2.6569 -1.3520 -0.8543
P 1.1043 -1.2671 -0.7370
O 0.5926 -0.4280 0.3765
C 0.6580 -0.6424 -2.3680
P -0.3230 0.8535 -2.2344
O -1.4044 0.7111 -1.2160
O 0.7900 1.9039 -1.9127
C 0.5606 3.2293 -1.3266
C 1.6992 4.1064 -1.7870
C 0.5034 3.0803 0.1789
O -0.9955 1.1710 -3.5994
C -0.4506 1.6622 -4.8920
C 0.9654 1.1982 -5.1497
C -0.6114 3.1627 -4.9200
O 0.5571 -2.7434 -0.5936
C 0.4284 -3.7431 -1.6688
C -0.2120 -4.9562 -1.0395
C 1.7728 -4.0383 -2.2943
H 4.3838 -0.9074 2.0050
H 2.8207 -0.1950 1.5408
H 4.3015 0.2162 0.6479
H 3.0817 -2.5873 0.7566
H 5.2891 -1.4244 -0.9936
H 4.6150 -3.0566 -1.1346
H 5.5290 -2.5955 0.3080
H 0.0598 -1.3704 -2.9171
H 1.5731 -0.4434 -2.9229
H -0.3916 3.6003 -1.7166
H 2.6514 3.6760 -1.4732
H 1.6061 5.0998 -1.3469
H 1.7093 4.2140 -2.8703
H 1.4254 2.6266 0.5471
H -0.3388 2.4530 0.4803
H 0.3888 4.0651 0.6348
H -1.1237 1.2020 -5.6107
H 1.6623 1.5909 -4.4066
H 1.2789 1.5782 -6.1217
H 1.0375 0.1111 -5.1887
H 0.0493 3.6415 -4.1965
H -1.6413 3.4469 -4.7065
H -0.3524 3.5384 -5.9097
H -0.2610 -3.3287 -2.4056
H 0.4909 -5.4582 -0.3702
H -0.4927 -5.6682 -1.8153
H -1.1168 -4.6857 -0.4928
H 2.4367 -4.5117 -1.5681
H 2.2670 -3.1443 -2.6755
H 1.6379 -4.7261 -3.1297
I -4.1578 -0.7162 0.1224
C -4.1245 1.2935 -0.4929
C -4.9562 1.7742 -1.4790
C -4.8017 3.1160 -1.8033
C -3.8561 3.8790 -1.1311
C -3.0798 3.2799 -0.1564
N -3.2155 1.9870 0.1602
H -5.6850 1.1471 -1.9717
H -5.4222 3.5581 -2.5719
H -3.7278 4.9293 -1.3528
H -2.3387 3.8392 0.4009
```

Summary:
E_HOMO (spin up / spin down): -16.76 / -16.58 eV
HOMO-LUMO gap (spin up / spin down): 8.23 / 5.21 eV
2S+1: 5
net charge: +3

Mulliken atomic charge list, values in e, 6 entries: atom 1 (Pd): 1.04, atom 2 (O): -0.40, atom 3 (C): 1.36, atom 4 (C): -0.68, atom 5 (C): -0.82, atom 6 (C): -0.67

***

This record from the Open Molecules 2025 dataset describes C31H44MnN4OP2 as an isolated structure. The level of theory is wB97M-V/def2-TZVPD.

```
83
Properties=species:S:1:pos:R:3
Mn -0.0248 -1.8307 -3.8716
C -0.7112 3.9352 -1.0471
C -1.2384 3.2328 -2.0575
C -0.7032 3.0578 -3.4488
C 0.5747 2.2218 -3.5249
C 1.8633 3.0029 -3.4460
C 2.0749 4.2553 -3.0194
C 1.0996 5.2093 -2.3811
C 0.5561 4.7482 -1.0237
C 1.5351 -3.3245 -3.4102
H -1.1711 3.8247 -0.0538
H -2.1834 2.7034 -1.9016
H -0.5637 4.0103 -3.9705
H -1.5035 2.5279 -3.9818
H 0.5189 1.4126 -2.7633
H 0.6070 1.7204 -4.5146
H 2.6961 2.4388 -3.8669
H 3.0519 4.7205 -3.1604
H 0.2914 5.4664 -3.0779
H 1.6252 6.1695 -2.2287
H 1.3365 4.2118 -0.4531
H 0.3411 5.6532 -0.4322
H 1.1310 -3.5708 -2.4197
H 2.4838 -2.8034 -3.2808
H 1.6552 -4.2538 -3.9767
P 1.5395 -1.6786 -5.5183
P -2.3178 -0.8314 -5.3177
N 2.7605 -0.3980 -5.7784
N 2.1073 -2.8022 -6.7207
N -2.2469 0.7445 -6.1286
N -3.7862 -1.2681 -6.3732
C 0.1905 -0.9045 -6.4612
C -1.1133 -1.7118 -6.3801
C 3.9929 -0.3480 -5.1184
C 4.8318 0.5256 -5.7984
C 4.1203 0.9872 -6.9518
C 2.8675 0.3955 -6.9257
C 2.5780 -4.0954 -6.4930
C 2.9767 -4.6435 -7.7044
C 2.7580 -3.6483 -8.7179
C 2.2293 -2.5284 -8.0913
C -2.9754 1.8630 -5.6633
C -2.8540 2.8901 -6.5890
C -2.0659 2.4011 -7.6706
C -1.7553 1.0815 -7.3959
C -4.3273 -0.6168 -7.4910
C -5.1811 -1.4840 -8.1608
C -5.1952 -2.7095 -7.4245
C -4.3329 -2.5535 -6.3469
H 0.4920 -0.8247 -7.5086
H 0.1045 0.1215 -6.0655
H -1.5323 -1.8723 -7.3821
H -1.0042 -2.7325 -5.9295
H 4.1369 -0.9246 -4.2144
H 5.8412 0.8020 -5.5157
H 4.4720 1.6720 -7.7153
H 2.0363 0.4842 -7.6148
H 2.5589 -4.5268 -5.5111
H 3.3757 -5.6311 -7.8437
H 2.9455 -3.7348 -9.7735
H 1.8956 -1.5905 -8.5073
H -3.4452 1.8305 -4.6819
H -3.2882 3.8826 -6.5079
H -1.7457 2.9339 -8.5544
H -1.1691 0.3845 -7.9841
H -4.0715 0.4040 -7.7309
H -5.7231 -1.2393 -9.0620
H -5.7753 -3.5906 -7.6641
H -4.0596 -3.2404 -5.5593
C -1.7622 -0.8272 -0.1403
C -0.5110 -1.5200 -0.6806
C 0.6231 -0.5476 -0.3915
C -0.2843 -2.7669 0.1731
O -0.6396 -1.8054 -2.0167
H -1.4689 -0.2643 0.7563
H -2.5413 -1.5483 0.1234
H -2.1626 -0.1436 -0.8912
H 0.5782 -0.2651 0.6704
H 1.5961 -0.9958 -0.5976
H 0.5003 0.3657 -0.9744
H -1.1491 -3.4261 0.0922
H 0.6261 -3.2998 -0.1147
H -0.1639 -2.4707 1.2123
```

Summary:
ΔE to the lowest compared entry with this formula, charge and spin: 15.22 kcal per mole
E_HOMO (spin up / spin down): -6.72 / -8.15 eV
HOMO-LUMO gap (spin up / spin down): 6.06 / 7.17 eV
2S+1: 6

Mulliken atomic charge list, values in e, 6 entries: atom 1 (Mn): 0.59, atom 2 (C): -0.72, atom 3 (C): -0.32, atom 4 (C): 0.60, atom 5 (C): 2.42, atom 6 (C): -0.64